{
  "formula": "C10H20N2Si",
  "method": "the ωB97M-V functional and the def2-TZVPD basis",
  "multiplicity": 3,
  "charge": 0,
  "energy_ha": -791.85211,
  "e_lumo_ha": [0.0318, -0.0989],
  "elements": ["C", "C", "C", "C", "C", "C", "C", "C", "C", "C", "N", "N", "Si", "H", "H", "H", "H", "H", "H", "H", "H", "H", "H", "H", "H", "H", "H", "H", "H", "H", "H", "H", "H"],
  "xyz": [[4.4850, -1.3867, 0.1983], [3.1832, -1.0962, 0.5971], [3.2796, -1.0675, -1.5481], [-0.4594, 3.8426, 0.9642], [-0.4053, -2.4823, -0.3860], [-1.8786, -0.8838, 1.6624], [-3.2365, -1.2227, -1.1522], [-0.9299, 2.6437, 0.0553], [0.0930, 1.5489, 0.0578], [-0.4648, 0.4599, -0.7868], [4.4800, -1.3323, -1.1072], [2.3969, -0.9352, -0.5410], [-1.5894, -0.9854, -0.2502], [5.3168, -1.6060, 0.8769], [2.6312, -0.9831, 1.4525], [3.1377, -1.2045, -2.6412], [0.4819, 4.2387, 0.7526], [-1.1365, 4.7204, 0.7889], [-0.5092, 3.5193, 1.9840], [-0.8943, -3.4702, 0.0228], [0.1489, -2.8742, -1.2868], [0.3225, -2.4009, 0.3709], [-1.3383, -0.0046, 2.0937], [-2.8881, -0.6594, 1.7879], [-1.4956, -1.7781, 2.1530], [-2.8917, -1.8798, -1.9215], [-4.0984, -1.6163, -0.6690], [-3.6648, -0.2836, -1.6146], [-1.0791, 3.0017, -0.9694], [-1.7967, 2.2854, 0.4028], [0.3419, 1.2578, 1.0503], [0.9924, 2.1169, -0.5051], [-0.5344, 0.5174, -1.8923]],
  "nbo_charge": [0.04, 0.07, 0.31, -0.60, -1.10, -1.08, -1.11, -0.37, -0.46, -0.48, -0.51, -0.52, 1.54, 0.21, 0.21, 0.20, 0.20, 0.20, 0.20, 0.22, 0.24, 0.23, 0.22, 0.22, 0.23, 0.23, 0.25, 0.24, 0.19, 0.19, 0.21, 0.20, 0.18]
}

{
  "formula": "C10H20N4O4",
  "method": "the ωB97M-V functional and the def2-TZVPD basis",
  "charge": 0,
  "smiles": "NCCCC[C@H](N)C(=O)N[C@@H](CC(N)=O)C(=O)O",
  "energy_ha": -913.02547,
  "e_lumo_ha": 0.0179,
  "elements": ["N", "C", "C", "C", "C", "C", "N", "C", "O", "N", "C", "C", "C", "N", "O", "C", "O", "O", "H", "H", "H", "H", "H", "H", "H", "H", "H", "H", "H", "H", "H", "H", "H", "H", "H", "H", "H", "H"],
  "xyz": [[-4.0295, -1.3163, -0.4740], [-3.6594, -0.4060, -1.5507], [-2.1193, -0.7253, -1.9395], [-1.5223, 0.4935, -2.5339], [-0.2977, 0.8148, -1.7454], [-0.5102, 1.1133, -0.2377], [0.4978, 2.0979, 0.1911], [-0.7186, 0.1010, 0.7752], [-1.8057, -0.2936, 1.1692], [0.3358, -0.5352, 1.4458], [1.6563, -0.6512, 0.9055], [2.7481, -0.3607, 1.9834], [3.1672, 1.1464, 2.0256], [3.5315, 1.7259, 3.2236], [3.2025, 1.8198, 1.0279], [1.8413, -2.0168, 0.2531], [2.4402, -2.9802, 0.6036], [1.0304, -2.1391, -0.8723], [-3.4584, -1.0683, 0.3548], [-4.9821, -1.2113, -0.2008], [-3.7754, 0.7103, -1.3841], [-4.3026, -0.6364, -2.3610], [-2.0978, -1.5888, -2.5795], [-1.6782, -1.0650, -1.0197], [-1.2839, 0.2694, -3.5911], [-2.1943, 1.3753, -2.4531], [0.2218, 1.7433, -2.2215], [0.2612, -0.0799, -1.8809], [-1.4784, 1.6654, -0.1545], [1.1907, 1.9177, -0.5162], [0.9226, 1.9531, 1.1143], [-0.0086, -1.2578, 2.0471], [1.6978, 0.0136, -0.0029], [3.6861, -0.8390, 1.7038], [2.3993, -0.7571, 2.9335], [4.0009, 2.6234, 3.1598], [3.6721, 1.2587, 4.0867], [1.4190, -2.9148, -1.2851]],
  "nbo_charge": [-0.85, -0.19, -0.42, -0.41, -0.39, -0.19, -0.80, 0.70, -0.63, -0.63, -0.17, -0.50, 0.69, -0.83, -0.62, 0.79, -0.57, -0.71, 0.38, 0.35, 0.15, 0.18, 0.21, 0.21, 0.21, 0.20, 0.22, 0.22, 0.22, 0.36, 0.37, 0.41, 0.26, 0.25, 0.23, 0.40, 0.39, 0.50]
}

{
  "formula": "C10H20O14RbS2",
  "method": "the ωB97M-V functional and the def2-TZVPD basis",
  "charge": -1,
  "energy_ha": -2266.30528,
  "e_lumo_ha": 0.0799,
  "elements": ["Rb", "S", "O", "O", "O", "O", "C", "C", "O", "C", "O", "O", "C", "H", "H", "H", "H", "H", "H", "H", "H", "C", "C", "O", "C", "O", "O", "C", "H", "H", "H", "H", "H", "H", "H", "H", "C", "C", "O", "S", "O", "O", "O", "H", "H", "H", "H"],
  "xyz": [[35.8596, -8.6104, 10.3503], [36.6174, -11.1500, 10.4740], [36.1641, -12.2084, 9.5929], [37.3561, -10.1574, 9.6903], [35.4306, -10.5433, 11.0844], [37.4791, -11.6954, 11.4948], [39.7537, -6.0751, 10.5286], [39.1547, -5.8968, 11.8676], [39.0668, -7.0812, 12.6344], [38.1769, -8.0068, 12.2797], [37.2711, -7.8200, 11.5314], [38.6405, -9.1980, 12.7598], [37.9678, -10.4374, 12.5897], [39.9759, -5.1102, 10.0730], [39.0660, -6.6147, 9.8773], [40.6847, -6.6394, 10.5813], [38.1388, -5.5051, 11.8176], [39.7047, -5.1490, 12.4388], [38.7429, -11.1738, 12.8021], [37.6712, -10.5251, 11.5445], [37.1524, -10.5988, 13.2947], [35.7993, -5.8626, 13.1095], [34.4916, -5.8061, 12.2948], [33.5306, -6.7622, 12.7328], [33.3134, -7.8841, 11.8810], [33.8412, -8.0443, 10.7895], [32.4818, -8.7101, 12.4983], [32.0584, -9.8328, 11.7625], [36.4242, -6.6837, 12.7581], [35.4095, -5.9542, 14.1233], [36.3147, -4.9044, 13.0448], [34.7059, -5.8115, 11.2261], [34.1687, -4.7779, 12.4577], [32.8870, -10.5378, 11.6964], [31.5709, -9.5999, 10.8158], [31.2504, -10.2231, 12.3814], [34.0992, -11.3192, 8.6470], [33.1542, -11.0050, 9.8715], [32.9887, -9.5966, 9.8403], [33.5512, -8.8732, 8.3987], [34.7112, -8.0048, 8.6150], [32.4797, -8.2634, 7.6181], [34.0608, -10.2500, 7.6996], [33.8346, -12.2144, 8.0842], [35.0591, -11.5598, 9.1040], [33.6256, -11.2599, 10.8206], [32.1730, -11.4545, 9.7187]],
  "mulliken_charge": [1.41, 1.07, -0.83, -0.82, -0.83, -0.56, -1.20, 0.04, -0.40, 0.90, -0.72, -0.41, -0.44, 0.42, 0.22, 0.29, 0.03, 0.40, 0.16, 0.06, 0.25, -0.34, -0.38, -0.43, 0.60, -0.36, -0.36, -0.35, -0.48, 0.36, 0.37, 0.22, 0.45, -0.03, 0.23, 0.34, -0.20, -0.34, -0.11, 1.26, -0.54, -0.73, -0.40, 0.35, -0.02, 0.52, 0.34]
}

{
  "formula": "C10H20O3Si",
  "method": "the ωB97M-V functional and the def2-TZVPD basis",
  "charge": 0,
  "smiles": "CC(=O)[C@@](O)(C(C)(C)C=O)[Si](C)(C)C",
  "energy_ha": -908.17812,
  "e_lumo_ha": 0.0243,
  "elements": ["C", "C", "O", "C", "O", "C", "C", "C", "C", "O", "Si", "C", "C", "C", "H", "H", "H", "H", "H", "H", "H", "H", "H", "H", "H", "H", "H", "H", "H", "H", "H", "H", "H", "H"],
  "xyz": [[-1.1833, -2.6037, 1.4617], [-1.1840, -1.6417, 0.2248], [-1.7997, -1.7552, -0.8208], [-0.0447, -0.3838, 0.4648], [0.1105, -0.3665, 1.8160], [1.3088, -0.6468, -0.3236], [1.2277, -0.6923, -1.8564], [2.0536, -1.9142, 0.2203], [2.1361, 0.5055, 0.0846], [2.7425, 0.4797, 1.1138], [-0.9476, 1.3266, -0.0898], [-2.7296, 1.1403, 0.4064], [0.0506, 2.7568, 0.9270], [-0.6713, 1.7305, -1.9465], [-0.1340, -2.7571, 1.5896], [-1.7505, -3.5161, 1.2474], [-1.8541, -2.1600, 2.1529], [1.0270, -0.2300, 1.9569], [0.4160, -1.3578, -2.3171], [1.1330, 0.2559, -2.2479], [2.1074, -1.2247, -2.2601], [1.7631, -2.7432, -0.3798], [3.1005, -1.7538, 0.0432], [1.7868, -1.9736, 1.2761], [2.0234, 1.4591, -0.5512], [-3.3634, 2.0460, 0.3694], [-3.1780, 0.5578, -0.3798], [-2.9159, 0.7458, 1.3640], [-0.2468, 3.7355, 0.6722], [-0.2788, 2.5364, 1.8514], [1.1431, 2.8748, 1.0147], [0.3433, 2.0064, -2.2055], [-0.9505, 1.0146, -2.6761], [-1.2410, 2.5488, -2.2028]],
  "nbo_charge": [-0.73, 0.63, -0.56, -0.15, -0.74, -0.20, -0.62, -0.60, 0.46, -0.56, 1.58, -1.14, -1.06, -1.10, 0.24, 0.23, 0.25, 0.49, 0.24, 0.21, 0.22, 0.21, 0.22, 0.21, 0.13, 0.25, 0.26, 0.25, 0.23, 0.22, 0.24, 0.23, 0.24, 0.23]
}

{
  "formula": "C10H21Cl2CoOP",
  "method": "the ωB97M-V functional and the def2-TZVPD basis",
  "multiplicity": 5,
  "charge": -1,
  "energy_ha": -3113.36734,
  "e_lumo_ha": [0.1117, 0.1105],
  "elements": ["Co", "Cl", "Cl", "C", "H", "H", "C", "C", "H", "C", "H", "C", "H", "H", "C", "H", "H", "C", "H", "H", "H", "H", "C", "P", "C", "C", "O", "H", "H", "H", "H", "H", "H", "H", "H", "H"],
  "xyz": [[0.6391, -0.7709, -0.1153], [-0.8855, -2.2938, -0.2807], [-0.1834, 2.4314, -0.0385], [1.8663, -0.0399, -1.2306], [2.4977, 0.7588, -0.8562], [2.3955, -0.7284, -1.9281], [-0.6159, 1.0091, -1.0936], [0.5672, 0.5680, -1.8978], [-0.8805, 0.2440, -0.3129], [0.3521, -0.3309, -3.1616], [1.0150, 1.4762, -2.3436], [-0.9356, 0.0112, -3.9130], [1.2494, -0.1933, -3.7882], [0.3467, -1.4137, -2.9281], [-2.0730, 0.1824, -2.9221], [-0.7612, 0.9023, -4.5236], [-1.1348, -0.8160, -4.6001], [-1.7945, 1.3680, -2.0166], [-3.0223, 0.3407, -3.4168], [-2.1576, -0.7193, -2.2915], [-1.4447, 2.2113, -2.6268], [-2.6628, 1.7437, -1.4417], [-0.9198, 0.3671, 3.0961], [0.7018, -0.4047, 2.9726], [1.8465, 0.4731, 4.0335], [0.5518, -2.1251, 3.4454], [1.3311, -0.3434, 1.5879], [-1.6474, -0.2226, 2.5306], [-0.8837, 1.3764, 2.6781], [-1.2602, 0.4233, 4.1380], [1.5421, 0.4550, 5.0825], [2.8381, 0.0176, 3.9263], [1.9182, 1.5138, 3.6914], [-0.0927, -2.6269, 2.7102], [1.5513, -2.5747, 3.3878], [0.1457, -2.2697, 4.4472]],
  "nbo_charge": [1.20, -0.76, -0.13, -0.86, 0.21, 0.19, -0.17, -0.36, 0.20, -0.38, 0.23, -0.40, 0.21, 0.21, -0.42, 0.19, 0.20, -0.41, 0.20, 0.23, 0.20, 0.22, -1.27, 1.93, -1.33, -1.14, -1.18, 0.25, 0.25, 0.24, 0.22, 0.24, 0.25, 0.26, 0.24, 0.24]
}

{
  "formula": "C10H21Cl2NO3PY",
  "method": "the ωB97M-V functional and the def2-TZVPD basis",
  "charge": 2,
  "energy_ha": -1973.74956,
  "e_lumo_ha": -0.2636,
  "elements": ["C", "C", "H", "H", "H", "O", "Cl", "Y", "P", "C", "C", "H", "H", "H", "C", "H", "H", "H", "H", "H", "H", "C", "O", "Cl", "C", "N", "C", "C", "C", "O", "H", "H", "H", "H", "H", "H", "H", "H", "H"],
  "xyz": [[-0.1310, -3.9280, -3.8777], [0.0566, -2.8437, -2.8686], [-1.1882, -4.2050, -4.0455], [0.3986, -4.8450, -3.5617], [0.2936, -3.6514, -4.8660], [-0.7856, -2.0660, -2.4071], [1.7244, -2.6808, -2.2526], [0.6794, -0.8832, -0.3128], [-0.0770, 1.6479, -1.5815], [-1.3835, 2.8717, -1.7258], [1.2949, 2.7903, -1.4969], [0.7312, 0.2528, -3.4165], [0.1142, 1.9161, -3.8878], [-1.0414, 0.5492, -3.5121], [-0.0669, 1.0141, -3.2709], [2.2475, 2.2236, -1.4867], [1.1818, 3.4366, -2.3878], [-1.0932, 3.5583, -2.5356], [-1.4648, 3.4402, -0.7892], [1.1975, 3.3692, -0.5591], [-2.3679, 2.4483, -1.9605], [-1.5792, 0.1817, -0.3724], [-2.6756, 0.5822, -0.3309], [3.0233, -0.0887, -0.3193], [1.9310, -0.1017, 5.1171], [1.4158, 0.3323, 3.8010], [0.8627, 1.6793, 3.7129], [1.1346, -0.5359, 2.8351], [1.8193, -1.8841, 2.8501], [0.3908, -0.1727, 1.8365], [1.7532, 0.6972, 5.8447], [3.0017, -0.3750, 5.1092], [1.4338, -1.0334, 5.4456], [1.3286, 2.3033, 2.9351], [-0.2106, 1.7163, 3.4730], [1.0552, 2.1385, 4.6945], [1.0439, -2.6671, 2.8216], [2.4263, -1.9456, 1.9211], [2.5179, -2.1521, 3.6679]],
  "nbo_charge": [-0.76, 0.60, 0.29, 0.29, 0.30, -0.55, 0.04, 1.81, 0.86, -0.94, -0.94, 0.24, 0.27, 0.27, -0.95, 0.28, 0.26, 0.26, 0.27, 0.27, 0.27, 0.36, -0.39, -0.58, -0.43, -0.34, -0.43, 0.72, -0.72, -0.81, 0.25, 0.23, 0.23, 0.23, 0.23, 0.23, 0.26, 0.25, 0.28]
}